Record 1
The following is a quantum chemistry calculation of a structure of composition C50H77InO37 in a non-equilibrium geometry, from the Open Molecules 2025 dataset.

The geometry in XYZ format:
```
165
Properties=species:S:1:pos:R:3:forces:R:3:lowdin_charge:R:1
In -0.247 -0.167 -0.394 -0.16 -0.25 -0.31 1.49
O -0.125 -2.332 1.906 -0.05 -0.79 1.88 0.11
O -4.930 -0.170 -2.758 0.01 1.18 0.15 0.06
O -0.928 0.898 2.415 0.54 2.49 1.73 0.08
O 0.077 2.025 4.155 0.38 -1.47 0.24 0.07
O 0.054 -4.432 2.650 -0.04 -0.46 -0.92 0.08
O -0.375 1.981 -2.390 0.05 0.52 1.21 -0.05
O 1.211 2.268 0.629 1.29 1.86 0.01 0.08
O 2.312 -2.443 -3.844 -3.26 1.76 0.48 0.04
O 2.128 -0.194 1.626 2.19 -0.54 2.86 0.08
O -4.591 -2.146 -2.070 -1.13 -4.37 0.64 0.11
O -0.998 -3.006 3.898 -0.90 1.24 0.82 0.08
O -1.090 -4.564 -2.526 -0.10 1.93 -3.23 0.14
O 0.480 -2.435 -5.179 -0.60 1.35 1.63 0.08
O -2.871 -0.766 -1.745 -4.76 -0.10 -2.08 0.03
O -4.877 -1.142 1.553 -3.51 -0.57 -1.50 0.10
O -2.768 -1.346 0.910 -0.77 -0.50 1.49 0.10
O 3.596 0.534 -3.583 0.27 -0.43 0.90 0.04
O -2.835 6.772 2.034 -2.49 0.22 -0.38 0.12
O -3.402 -0.991 3.107 0.64 -0.52 -0.58 0.07
O 1.748 4.253 1.515 -0.42 -0.29 0.29 0.10
O 2.646 0.058 -1.608 2.06 0.73 -0.49 0.11
O -2.894 1.452 0.046 -0.30 0.53 -0.01 0.12
O -5.065 1.827 -0.187 -1.69 -2.44 0.75 0.09
O 3.929 -3.468 -1.389 -1.92 -1.49 -0.37 0.09
O -1.128 7.137 3.478 -1.52 0.63 -3.17 0.10
O -0.889 -2.943 -0.965 -0.89 -2.23 -0.93 0.08
O -1.135 -5.190 -0.459 0.01 1.87 0.31 0.05
O -3.707 3.309 -0.837 1.94 2.39 -1.17 0.11
O -1.420 3.090 3.002 -0.26 -1.35 -0.90 0.04
O 3.776 -1.024 3.088 0.53 0.07 -2.52 0.06
O -0.852 6.694 1.309 4.24 0.85 0.20 0.10
O 3.788 -2.146 0.367 -0.73 -0.85 -0.07 0.07
O 0.413 -1.232 -3.169 2.11 -3.10 -3.80 0.04
O 4.820 0.759 -1.759 -1.23 -0.84 2.37 0.09
O 1.839 -0.464 3.831 -1.20 0.52 1.13 0.09
O 1.881 -2.691 -0.830 3.30 -0.19 1.07 0.11
O 2.836 3.569 -0.263 0.06 -1.47 -1.26 0.09
C 5.145 -2.584 0.323 0.33 1.64 0.02 -0.06
C -3.602 -1.241 1.783 2.31 1.65 0.48 -0.54
C 0.693 2.052 -4.625 -0.11 0.29 -0.27 -0.02
C -1.597 7.011 2.333 2.13 -1.63 4.80 -0.58
C -4.682 -0.879 3.800 2.04 -0.05 0.38 -0.30
C -3.815 2.151 -0.304 2.23 -2.81 1.18 -0.61
C 1.170 3.748 5.365 -1.14 -0.18 0.52 0.00
C 3.635 0.409 -2.224 -3.35 -0.51 0.35 -0.52
C 0.998 -1.980 -4.007 -0.47 2.28 3.52 -0.39
C 5.662 1.257 -2.749 0.46 -1.10 -0.71 -0.28
C 3.091 -2.783 -0.592 -2.87 1.13 -0.67 -0.48
C 3.859 -1.378 4.439 -0.06 1.30 1.11 -0.09
C 5.216 -3.505 -0.905 0.82 0.74 2.85 -0.36
C -1.060 -4.093 -1.330 1.11 1.20 4.11 -0.48
C 3.441 5.728 2.341 -0.77 1.51 -1.00 0.00
C -0.961 4.057 3.949 -0.75 -0.41 0.38 -0.07
C 1.350 -3.360 -5.729 2.39 -1.11 -0.53 -0.10
C 7.067 0.749 -2.413 0.33 0.43 -0.94 0.00
C 4.942 0.619 -3.984 1.10 1.41 -0.81 -0.08
C -4.928 3.904 -2.801 0.13 -0.87 -0.56 0.00
C -0.570 -5.277 3.619 0.34 0.71 0.09 -0.30
C -0.287 2.644 -3.575 -0.98 -1.76 -0.37 -0.33
C 1.765 -1.957 5.754 -0.59 0.61 0.72 -0.02
C -5.927 2.844 -0.642 0.05 -0.40 0.23 -0.04
C -0.330 -3.157 2.777 0.31 0.70 -2.94 -0.55
C 1.899 3.287 0.650 -2.17 -3.32 -1.04 -0.53
C 3.389 4.831 -0.069 -0.23 1.05 1.11 -0.10
C -6.248 -0.822 -2.951 1.45 0.81 -1.24 -0.25
C -5.818 -2.281 -2.806 -0.43 0.93 0.12 -0.05
C -1.505 6.462 0.142 -1.24 -0.85 -2.06 -0.32
C -4.058 -0.999 -2.145 4.70 2.68 0.76 -0.53
C -6.770 -0.472 -4.365 -0.50 -0.52 0.29 -0.01
C 2.523 -0.885 5.038 0.71 -0.23 -1.20 -0.27
C -4.928 3.748 -1.330 -1.74 2.29 0.51 -0.36
C -4.491 0.242 4.793 -0.58 0.44 0.23 -0.01
C 2.546 5.322 1.084 1.67 2.28 3.05 -0.28
C -0.762 1.886 3.137 -0.64 -0.18 -1.60 -0.49
C -0.868 -6.376 -1.186 0.14 0.12 1.13 -0.11
C -1.057 5.146 -0.533 0.02 0.28 0.16 0.01
C -1.105 -5.926 -2.602 0.94 -4.31 -0.60 -0.32
C -2.939 6.458 0.638 -0.69 -0.17 -0.55 -0.05
C -0.008 -6.468 -3.614 -1.15 1.44 0.72 0.01
C -0.173 3.203 4.965 0.27 -0.02 -2.27 -0.27
C 6.086 -3.004 -1.940 2.19 0.00 -2.37 -0.04
C 0.537 -6.160 4.132 -0.43 0.29 1.37 -0.01
C -1.221 -4.238 4.555 0.51 -0.47 0.40 -0.08
C 2.587 -0.479 2.743 -2.03 -0.84 -1.89 -0.49
C 3.587 -4.228 -4.557 -0.42 -0.26 -0.86 0.01
C 2.713 -3.040 -5.053 1.08 -1.18 0.76 -0.28
C -5.629 -0.668 2.669 -0.39 1.01 0.63 -0.08
H 2.925 6.352 3.070 -0.75 -0.63 0.21 0.08
H 0.843 4.522 6.059 0.96 0.13 0.48 0.10
H -0.794 -4.161 5.555 -0.02 -0.16 0.05 0.13
H -5.093 4.746 -0.924 0.15 0.23 0.10 0.14
H 4.921 1.251 -4.872 0.49 -0.10 -0.01 0.14
H 5.475 -2.957 1.292 -0.40 -0.53 -0.13 0.14
H 1.864 6.100 0.741 0.13 0.28 0.44 0.15
H 5.359 -0.361 -4.217 -0.03 -0.13 0.03 0.13
H 4.435 4.787 0.235 0.05 -0.22 -0.43 0.14
H -0.390 -6.181 -4.593 0.47 -0.14 -0.21 0.08
H -0.771 2.856 5.808 0.03 0.29 0.10 0.16
H 4.010 -2.441 4.625 0.12 0.00 -0.45 0.14
H -4.406 1.204 4.287 0.10 -0.06 -0.28 0.09
H -4.860 2.937 -3.299 0.04 -0.11 -0.10 0.09
H -1.080 4.277 0.124 -0.08 0.13 0.34 0.09
H -0.409 4.827 3.410 0.30 -0.14 0.32 0.11
H -1.703 4.887 -1.372 -0.13 0.26 -0.02 0.08
H 1.685 -2.895 5.205 -0.04 0.14 -0.08 0.08
H -7.820 -0.761 -4.386 -0.10 -0.18 -0.10 0.09
H -6.566 -2.844 -2.248 0.45 -0.24 0.06 0.14
H 7.198 -0.331 -2.342 -0.72 -0.09 -0.11 0.07
H 1.407 -3.258 -6.812 -0.24 0.02 0.11 0.14
H 0.243 -7.529 -3.597 -0.59 -0.01 0.29 0.09
H 5.664 -2.238 -2.590 -0.25 0.39 0.55 0.09
H 4.166 6.495 2.068 0.49 -0.35 -0.62 0.08
H 2.675 -0.006 5.664 -0.17 0.00 -0.01 0.15
H 0.151 -6.697 -0.967 0.15 -0.02 -0.10 0.14
H -1.569 -7.125 -0.818 0.11 -0.13 -0.28 0.14
H -6.613 -1.065 2.918 0.19 -1.22 -0.87 0.14
H -5.861 4.375 -3.111 0.27 0.28 -0.15 0.10
H -5.355 0.345 5.449 -0.02 -0.19 0.14 0.09
H 1.770 4.181 4.565 -0.29 -0.18 -0.11 0.08
H 5.747 -1.690 0.162 0.04 0.15 -0.08 0.13
H 7.471 1.139 -1.479 -0.23 0.37 -0.13 0.09
H -5.912 0.377 2.546 0.72 0.38 -0.41 0.13
H 0.812 -6.982 3.472 -0.15 0.09 0.21 0.09
H -3.549 7.228 0.165 -0.12 -0.21 0.03 0.14
H -3.324 5.455 0.454 -0.52 0.12 0.60 0.12
H 4.183 -4.656 -5.362 -0.07 -0.08 -0.04 0.09
H 3.206 5.549 -0.869 0.39 -0.62 -0.58 0.14
H 4.248 -4.018 -3.716 -0.07 0.75 -0.37 0.05
H -6.683 2.389 -1.283 -0.03 0.23 0.03 0.14
H 5.607 -4.427 -0.475 -0.70 -0.81 -0.72 0.16
H -6.338 3.263 0.276 -0.45 0.35 -0.38 0.14
H 0.793 -1.537 6.012 -0.32 -0.34 -0.27 0.10
H -2.284 -4.479 4.598 -0.02 0.50 0.27 0.13
H 3.957 4.911 2.846 -0.23 -0.21 -0.37 0.09
H 6.309 -3.795 -2.656 0.14 -0.24 -0.02 0.09
H 7.712 1.037 -3.244 0.30 0.24 0.14 0.09
H 0.354 1.090 -5.010 0.02 -0.26 0.73 0.08
H 0.903 -5.928 -3.358 0.09 0.11 -0.24 0.07
H 1.701 2.025 -4.211 -0.09 -0.09 -0.33 0.07
H -0.046 5.226 -0.934 0.10 0.17 0.05 0.08
H -2.079 -6.363 -2.819 -0.27 0.73 -0.80 0.16
H 5.549 2.339 -2.684 0.42 0.14 -0.48 0.16
H 1.403 -5.546 4.380 0.17 0.15 -0.55 0.08
H 0.246 -6.459 5.139 -0.15 -0.93 -0.11 0.09
H 1.656 2.881 5.813 0.48 0.55 0.43 0.09
H -5.641 -2.705 -3.794 0.24 -0.26 0.21 0.14
H 7.058 -2.684 -1.562 -0.03 0.10 0.09 0.10
H -1.869 4.485 4.373 0.23 0.25 0.11 0.14
H 0.575 2.684 -5.506 0.51 0.40 0.12 0.08
H -6.767 0.548 -4.748 0.30 0.28 0.86 0.08
H -6.906 -0.510 -2.140 0.04 0.18 -0.08 0.15
H 0.001 3.675 -3.369 0.72 0.30 0.40 0.13
H 3.312 -2.293 -5.574 -0.02 -0.09 -0.43 0.15
H 2.947 -5.001 -4.131 -0.24 -0.10 -0.29 0.07
H -1.460 -5.772 3.231 0.63 -0.60 -0.79 0.15
H -4.811 -1.857 4.263 -0.30 0.07 0.27 0.16
H -1.269 2.685 -4.047 -0.29 -0.12 -0.16 0.11
H 4.680 -0.767 4.815 0.19 -0.50 0.39 0.14
H -1.397 7.284 -0.566 0.45 0.15 0.04 0.16
H 1.096 -4.382 -5.446 -0.41 -0.01 -0.11 0.12
H -6.262 -1.039 -5.145 0.15 -0.22 0.23 0.08
H 2.219 -2.125 6.730 0.33 -0.23 -0.08 0.10
H -3.593 0.129 5.401 -0.11 -0.33 -0.06 0.09
H -4.024 4.466 -3.035 -0.32 0.27 -0.42 0.09
```
Forces are in eV/Å.

As for the lowest unoccupied orbital energy: -8.29 eV. Its energy is -4924.829875 Eh. Its total charge is +2. The gap between HOMO and LUMO is 4.6 eV. Its largest force on an atom is 5.50 eV/A. For the molar mass, the calculation gives 1384.95 g/mol.


Record 2
The following is a quantum chemistry calculation of a structure of composition C5H9N2O in a non-equilibrium geometry, from the Open Molecules 2025 dataset.

The geometry in XYZ format:
```
17
Properties=species:S:1:pos:R:3:forces:R:3:lowdin_charge:R:1
O -0.682 -1.490 0.377 -0.67 0.35 -0.57 -0.15
N 0.658 0.350 0.330 -0.56 0.90 -0.58 0.03
N -1.612 0.355 -0.706 0.14 -0.68 -0.65 0.05
C 1.657 -0.674 0.674 -2.86 -0.12 -0.01 -0.03
C -1.176 -0.212 0.618 2.88 -1.14 1.45 0.00
C -0.843 1.619 -0.888 0.13 0.82 -0.03 -0.07
C 0.575 1.283 -0.504 0.30 0.02 -0.06 -0.04
C 0.533 -1.765 1.074 0.50 -0.26 0.31 -0.12
H -1.419 -0.324 -1.463 -0.04 0.20 0.02 0.19
H 2.279 -0.399 1.518 -0.01 0.05 0.05 0.13
H 0.371 -1.692 2.151 -0.04 -0.04 -0.06 0.13
H 2.224 -0.967 -0.203 0.07 0.08 0.00 0.13
H 1.404 1.800 -0.983 0.10 -0.08 -0.03 0.15
H -0.916 1.987 -1.913 -0.10 -0.10 0.13 0.14
H -2.621 0.533 -0.668 0.18 0.03 0.05 0.18
H 0.812 -2.778 0.791 0.01 0.10 0.12 0.13
H -1.247 2.375 -0.204 -0.03 -0.13 -0.13 0.15
```
Forces are in eV/Å.

As for the lowest unoccupied orbital energy: -3.96 eV. Its energy is -380.278188 Eh. Its total charge is +1. The energy above the lowest of the compared OMol25 structures with the same formula, charge and spin is 455.8 kJ/mol. The gap between HOMO and LUMO is 8.9 eV. Its largest force on an atom is 3.42 eV/A. For the molar mass, the calculation gives 113.14 g/mol.


Record 3
The following is a quantum chemistry calculation of a cluster of 2 separate species, C9H13NO in total in a non-equilibrium geometry, from the Open Molecules 2025 dataset.

The geometry in XYZ format:
```
24
Properties=species:S:1:pos:R:3:forces:R:3:lowdin_charge:R:1
O -2.667 1.529 2.042 0.10 -0.28 0.28 0.04
N -1.046 1.875 0.514 -0.51 -0.71 0.38 0.17
C -2.087 1.156 1.043 -0.70 1.16 -0.66 -0.59
C 1.061 -1.185 -0.437 -1.58 0.74 0.30 -0.28
C 1.539 -0.757 0.808 0.45 -0.69 -0.73 -0.05
C 2.125 0.492 0.898 -0.03 -0.04 -0.02 -0.09
C -2.641 0.037 0.205 0.40 -2.07 0.77 -0.01
C 0.244 -2.448 -0.530 0.13 -0.81 -0.37 -0.06
C 1.399 1.041 -1.363 0.31 -0.54 0.03 -0.10
C 2.034 1.369 -0.182 0.24 0.46 1.07 -0.12
C 0.953 -0.275 -1.494 1.09 -0.43 0.05 -0.06
H -2.903 -0.742 0.939 -0.57 0.41 -0.08 0.09
H -1.956 -0.567 -0.404 0.25 0.92 -0.36 0.05
H 2.445 2.339 0.062 -0.07 0.30 -0.69 0.10
H 0.783 -3.359 -0.250 0.01 0.20 0.14 0.08
H -0.639 -2.369 0.100 0.03 0.00 0.37 0.07
H -0.637 2.484 1.200 0.33 0.21 -0.06 0.11
H 1.268 1.778 -2.141 0.11 -0.07 -0.18 0.11
H 1.505 -1.504 1.593 0.16 0.36 0.32 0.12
H -0.432 1.330 -0.059 0.40 0.16 -0.22 0.03
H -0.182 -2.644 -1.522 0.39 0.28 -0.02 0.08
H 2.643 0.857 1.785 -0.29 -0.31 -0.07 0.11
H 0.712 -0.737 -2.438 -0.65 0.50 -0.33 0.11
H -3.522 0.302 -0.369 0.00 0.25 0.07 0.09
```
Forces are in eV/Å.

As for the lowest unoccupied orbital energy: 0.77 eV. Its energy is -480.739528 Eh. As for the SMILES: Cc1ccccc1.CC(N)=O. The energy above the lowest of the compared OMol25 structures with the same formula, charge and spin is 46.6 kJ/mol. The gap between HOMO and LUMO is 10.3 eV. Its largest force on an atom is 2.24 eV/A. For the molar mass, the calculation gives 151.21 g/mol.


Record 4
The following is a quantum chemistry calculation of the molecule C7H9N5 in a non-equilibrium geometry, from the Open Molecules 2025 dataset.

The geometry in XYZ format:
```
21
Properties=species:S:1:pos:R:3:forces:R:3:lowdin_charge:R:1
N -0.953 0.167 -0.074 -1.74 1.67 1.60 0.04
N 1.291 0.931 -0.294 -3.92 1.25 -0.07 0.12
N -1.473 -2.166 0.010 1.77 -1.18 -0.52 -0.05
N -2.237 0.733 0.313 1.03 -2.34 -0.87 0.05
N -2.768 -1.886 -0.275 -2.80 -0.93 1.88 -0.05
C -2.135 2.008 0.151 -0.54 1.29 0.76 -0.18
C -0.791 2.411 -0.145 -0.18 1.27 -1.10 -0.04
C -0.607 -1.248 0.063 0.55 1.22 -1.74 -0.27
C -0.107 1.231 -0.216 1.52 -1.91 -0.25 -0.24
C 0.871 -1.380 -0.143 0.37 -2.86 2.08 0.01
C 3.166 -0.428 0.241 0.96 -2.73 -3.43 -0.04
C 1.686 -0.338 -0.011 1.72 0.62 -0.49 -0.38
H -0.425 3.374 -0.573 -0.39 -0.89 0.95 0.11
H 1.804 1.764 -0.218 1.41 0.50 0.35 0.13
H 3.541 0.262 0.946 0.22 0.68 0.97 0.05
H -3.388 -2.842 -0.222 2.11 3.35 0.34 0.14
H -3.080 2.606 0.403 1.81 -0.72 -0.64 0.13
H 1.482 -2.377 -0.067 -2.06 1.67 0.04 0.14
H 3.701 -0.203 -0.790 -0.82 -0.32 2.01 0.12
H 3.454 -1.520 0.490 -0.40 1.96 -0.17 0.11
H -3.034 -1.098 0.413 -0.61 -1.61 -1.70 0.08
```
Forces are in eV/Å.

As for the lowest unoccupied orbital energy: 0.71 eV. Its energy is -545.805560 Eh. As for the SMILES: Cc1c/c(=N/N)n2nccc2[nH]1. The energy above the lowest of the compared OMol25 structures with the same formula, charge and spin is 326.7 kJ/mol. The gap between HOMO and LUMO is 8.2 eV. Its largest force on an atom is 4.49 eV/A. For the molar mass, the calculation gives 163.18 g/mol.


The highest largest force on an atom belongs to which entry? C50H77InO37